No. 1
The following is a quantum chemistry calculation of 13 unconnected molecules or ions with the total composition C29H69N25O16 at a distorted geometry, from OMol25.

Element x y z (Å)
O1 0.641 2.243 7.639
O2 -2.904 -0.178 -0.036
O3 -3.073 -1.730 2.006
O4 -3.389 -2.732 4.286
O5 1.965 4.324 -6.085
O6 0.546 0.516 -8.647
O7 2.877 0.609 -3.683
O8 7.015 -3.576 -5.089
O9 -3.284 -7.632 7.437
O10 -9.775 2.891 -3.102
O11 -6.236 2.455 -3.078
O12 2.625 -3.279 0.076
O13 6.489 -5.613 -0.821
O14 3.820 7.186 -10.204
O15 -1.662 2.378 1.154
O16 -4.442 -4.073 9.960
N1 -6.053 0.296 -3.703
N2 1.714 4.939 -8.240
N3 1.586 0.767 9.058
N4 1.233 -4.374 1.471
N5 -3.759 -5.428 7.494
N6 -4.559 -4.167 12.210
N7 -10.605 4.656 -1.970
N8 9.236 -3.208 -4.946
N9 6.041 7.554 -10.061
N10 -2.652 -6.303 5.729
N11 8.270 -4.818 -3.686
N12 4.593 -0.061 -4.984
N13 4.377 -4.984 -1.298
N14 5.075 5.944 -8.801
N15 -1.423 -0.078 -9.573
N16 -0.089 2.109 9.769
N17 -6.435 -4.383 10.968
N18 2.204 2.793 -7.724
N19 -8.371 4.429 -2.234
N20 2.518 0.140 -5.859
N21 5.485 -6.378 -2.690
N22 3.277 -3.728 2.188
N23 -0.677 0.036 5.596
N24 -4.809 1.089 -1.990
N25 -1.351 1.559 -8.015
C1 8.102 -3.850 -4.605
C2 -3.133 -0.056 3.824
C3 -5.102 -4.200 10.979
C4 2.699 1.843 3.098
C5 2.086 3.650 5.202
C6 5.514 -5.656 -1.555
C7 2.277 1.028 1.701
C8 -2.948 -0.453 1.273
C9 -3.199 0.787 5.231
C10 2.394 -3.762 1.173
C11 -0.118 1.306 -1.637
C12 -3.240 -1.663 3.496
C13 -2.934 0.621 2.513
C14 -2.735 2.224 2.148
C15 0.137 2.982 3.131
C16 1.762 -0.447 -1.031
C17 3.302 0.253 -4.770
C18 0.784 1.188 0.977
C19 -0.325 2.184 1.735
C20 -1.953 0.504 6.260
C21 -5.733 1.353 -2.933
C22 -0.664 0.657 -8.739
C23 -3.235 -6.526 6.921
C24 0.708 1.739 8.749
C25 4.908 6.913 -9.720
C26 0.436 0.364 -0.415
C27 1.961 4.038 -7.272
C28 -9.595 3.924 -2.476
C29 1.619 2.854 3.825
H1 2.203 2.548 -8.699
H2 -3.267 1.951 4.992
H3 5.966 8.291 -10.749
H4 -0.513 0.478 4.664
H5 -6.889 -4.414 10.066
H6 5.966 5.711 -8.397
H7 -0.699 -1.007 5.544
H8 1.539 0.365 -5.749
H9 1.033 -4.775 2.372
H10 6.317 -6.901 -2.926
H11 -2.347 1.682 -8.083
H12 3.096 -4.123 3.095
H13 -0.765 2.837 9.586
H14 -0.824 2.135 -7.374
H15 -4.209 -5.546 8.392
H16 1.649 0.346 9.969
H17 9.161 -2.472 -5.633
H18 2.207 0.455 8.324
H19 2.337 -1.066 -0.219
H20 3.569 -5.012 -1.896
H21 2.467 0.363 -1.550
H22 -2.420 0.030 -9.655
H23 -3.724 -4.514 7.077
H24 -6.743 0.445 -4.427
H25 4.350 -4.426 -0.455
H26 4.252 5.433 -8.513
H27 -5.644 -0.616 -3.592
H28 2.395 2.080 -7.034
H29 -2.243 -7.098 5.258
H30 3.181 4.103 5.095
H31 -3.559 -4.032 12.271
H32 -10.468 5.508 -1.453
H33 -4.194 0.523 5.829
H34 -0.936 2.086 -1.336
H35 4.165 -3.277 2.013
H36 -3.744 2.544 1.595
H37 2.859 -0.152 -6.759
H38 -2.652 2.922 3.084
H39 1.526 5.889 -7.950
H40 3.792 1.707 3.543
H41 -4.535 1.852 -1.386
H42 -4.389 0.185 -1.863
H43 1.709 4.713 -9.220
H44 -8.213 5.279 -1.720
H45 -1.698 1.549 6.775
H46 4.687 -6.420 -3.301
H47 -11.544 4.318 -2.126
H48 6.941 7.336 -9.669
H49 -0.952 -0.770 -10.138
H50 5.221 0.008 -4.195
H51 -5.094 -4.271 13.056
H52 1.363 4.528 5.507
H53 -0.315 -0.502 -0.092
H54 9.161 -5.051 -3.282
H55 -2.347 -0.191 7.118
H56 -6.988 -4.488 11.802
H57 -0.041 1.700 10.687
H58 -2.606 -5.396 5.295
H59 -7.580 3.914 -2.595
H60 -0.634 3.715 3.656
H61 0.537 -4.425 0.741
H62 4.952 -0.355 -5.876
H63 0.780 1.843 -2.178
H64 2.088 2.902 6.129
H65 10.136 -3.426 -4.553
H66 1.394 -1.146 -1.904
H67 7.447 -5.329 -3.398
H68 3.135 0.323 1.272
H69 -0.617 0.610 -2.468

Results
HOMO-LUMO gap   5.90 eV
LUMO energy   -0.064 Ha
Charge   0
Electronic energy   -3719.09058 Ha

Löwdin atomic charge list, values in e, 99 entries:
1 O -0.002
2 O 0.018
3 O -0.002
4 O 0.009
5 O 0.022
6 O 0.002
7 O 0.013
8 O 0.012
9 O 0.012
10 O 0.016
11 O 0.014
12 O -0.006
13 O 0.012
14 O 0.012
15 O -0.171
16 O 0.014
17 N 0.156
18 N 0.150
19 N 0.159
20 N 0.163
21 N 0.156
22 N 0.153
23 N 0.138
24 N 0.143
25 N 0.145
26 N 0.145
27 N 0.166
28 N 0.163
29 N 0.169
30 N 0.158
31 N 0.151
32 N 0.152
33 N 0.155
34 N 0.158
35 N 0.157
36 N 0.150
37 N 0.142
38 N 0.165
39 N -0.017
40 N 0.163
41 N 0.164
42 C -0.720
43 C -0.012
44 C -0.703
45 C -0.040
46 C -0.124
47 C -0.720
48 C -0.003
49 C -0.153
50 C -0.126
51 C -0.700
52 C -0.104
53 C -0.154
54 C 0.023
55 C -0.124
56 C 0.017
57 C -0.119
58 C -0.694
59 C -0.021
60 C -0.094
61 C -0.263
62 C -0.695
63 C -0.712
64 C -0.724
65 C -0.707
66 C -0.723
67 C -0.339
68 C -0.736
69 C -0.725
70 C -0.182
71 H 0.092
72 H 0.115
73 H 0.111
74 H 0.062
75 H 0.115
76 H 0.099
77 H 0.069
78 H 0.112
79 H 0.099
80 H 0.104
81 H 0.102
82 H 0.101
83 H 0.111
84 H 0.110
85 H 0.074
86 H 0.097
87 H 0.108
88 H 0.114
89 H 0.044
90 H 0.102
91 H 0.077
92 H 0.099
93 H 0.094
94 H 0.114
95 H 0.075
96 H 0.084
97 H 0.099
98 H 0.065
99 H 0.106

***

No. 2
The following is a quantum chemistry calculation of a molecular structure, C14H11AuBrN2O2Te4, from OMol25.

Element x y z (Å)
Au1 -1.145 -3.536 0.000
Te1 -3.675 -2.851 0.000
Te2 -0.783 -6.203 0.000
Te3 -3.167 -7.173 0.000
Te4 -5.001 -5.064 0.000
Br1 5.472 0.230 0.000
O1 -0.370 -1.149 0.000
O2 1.367 -3.090 0.000
N1 -0.969 1.284 0.000
N2 0.542 2.911 0.000
C1 -0.698 3.537 0.000
C2 -1.634 2.505 0.000
C3 0.314 1.573 0.000
C4 2.707 0.841 0.000
C5 2.224 -4.236 0.000
C6 1.347 0.534 0.000
C7 -1.068 4.878 0.000
C8 -3.377 4.109 0.000
C9 0.935 -0.800 0.000
C10 -2.422 5.141 0.000
C11 3.634 -0.174 0.000
C12 -2.999 2.783 0.000
C13 1.896 -1.817 0.000
C14 3.243 -1.510 0.000
H1 1.437 3.364 0.000
H2 4.009 -2.266 0.000
H3 2.011 -4.816 -0.898
H4 -3.730 1.986 0.000
H5 3.274 -3.976 0.000
H6 2.011 -4.816 0.898
H7 -0.339 5.676 0.000
H8 -0.903 -0.276 0.000
H9 -2.760 6.168 0.000
H10 3.045 1.868 0.000
H11 -4.428 4.364 0.000

Results
HOMO-LUMO gap (spin up / spin down)   6.45 / 4.64 eV
Spin multiplicity   3
LUMO energy (spin up / spin down)   -0.157 / -0.224 Ha
Charge   +1
Electronic energy   -4581.68814 Ha
⟨S²⟩   2.012

Löwdin charges, unit e, in atom order:
1 Au 0.141
2 Te 0.346
3 Te 0.346
4 Te 0.148
5 Te 0.135
6 Br 0.791
7 O -0.070
8 O -0.195
9 N 0.149
10 N 0.187
11 C -0.174
12 C -0.196
13 C -0.230
14 C -0.071
15 C -0.084
16 C -0.059
17 C -0.009
18 C -0.078
19 C -0.191
20 C -0.077
21 C -0.682
22 C -0.010
23 C -0.180
24 C -0.045
25 H 0.161
26 H 0.097
27 H 0.081
28 H 0.110
29 H 0.078
30 H 0.081
31 H 0.114
32 H 0.065
33 H 0.108
34 H 0.105
35 H 0.106

***

No. 3
The following is a quantum chemistry calculation of a molecular structure, C30H69Cl4N2O3PSi2 at a distorted geometry, from OMol25.

Element x y z (Å)
Cl1 -4.045 -1.047 1.557
Cl2 -2.236 -1.215 -4.989
Cl3 0.557 0.279 1.053
Cl4 -2.445 2.114 3.583
P1 -2.912 -0.703 -3.102
Si1 -1.127 -0.933 1.144
Si2 -1.082 -0.814 -1.761
O1 0.004 -1.841 -2.453
O2 -1.685 -1.435 -0.350
O3 -3.181 0.937 -3.182
N1 -1.235 3.195 8.488
N2 -5.756 -1.043 -9.166
C1 5.279 -2.113 0.189
C2 -2.866 1.348 2.009
C3 -1.182 1.104 7.011
C4 -2.609 1.620 9.968
C5 6.788 -2.354 0.343
C6 2.304 -2.566 -2.746
C7 -5.695 -0.858 -6.614
C8 -1.491 2.660 9.814
C9 4.393 -2.868 1.207
C10 -2.973 4.958 8.684
C11 1.834 -2.897 1.531
C12 1.385 -1.404 -2.430
C13 7.125 1.851 1.326
C14 -0.620 -2.503 2.055
C15 -0.481 2.338 7.592
C16 0.809 -2.509 2.619
C17 7.359 0.020 -0.529
C18 -2.361 3.847 7.845
C19 -6.624 0.551 -10.859
C20 -4.368 -0.837 -9.540
C21 -5.974 -1.679 -7.878
C22 -6.648 0.073 -9.415
C23 -2.254 2.107 0.861
C24 7.650 -1.087 0.483
C25 -2.570 -0.163 2.111
C26 5.721 1.364 1.662
C27 3.127 -2.061 1.546
C28 -3.615 0.337 -8.898
C29 7.645 1.457 -0.057
C30 3.571 -2.040 -3.433
H1 -2.219 5.692 8.970
H2 -5.381 -2.598 -7.841
H3 6.353 -0.012 -0.934
H4 -0.558 2.243 10.200
H5 -1.287 0.309 7.748
H6 -2.726 1.290 -3.970
H7 7.165 -3.007 -0.435
H8 -0.748 -3.356 1.399
H9 -7.017 -2.010 -7.849
H10 -2.392 1.604 -0.092
H11 -0.588 0.701 6.188
H12 -2.885 1.532 11.021
H13 3.002 -1.244 0.852
H14 6.923 -2.910 1.267
H15 -4.628 -0.745 -6.432
H16 5.722 0.330 1.979
H17 -3.510 1.897 9.419
H18 -1.223 2.366 1.045
H19 -6.148 0.133 -6.657
H20 -3.299 0.113 -7.879
H21 -2.711 0.549 -9.472
H22 -6.444 0.931 -8.755
H23 -2.776 3.054 0.784
H24 0.433 2.020 8.101
H25 5.353 1.933 2.508
H26 -2.000 4.289 6.912
H27 1.076 -1.591 3.128
H28 -7.665 -0.257 -9.186
H29 8.706 1.666 -0.132
H30 -0.553 0.553 -1.633
H31 2.544 -3.058 -1.810
H32 -2.451 -0.437 3.149
H33 4.454 -2.605 -3.163
H34 -3.155 3.137 7.564
H35 -6.114 -1.369 -5.744
H36 -7.383 1.321 -11.003
H37 1.530 -0.598 -3.144
H38 -1.319 -2.643 2.880
H39 7.800 1.425 2.066
H40 1.614 -1.029 -1.433
H41 1.363 -2.896 0.550
H42 -3.745 5.470 8.108
H43 2.125 -3.926 1.714
H44 -0.141 2.960 6.757
H45 4.967 -3.015 2.114
H46 0.847 -3.293 3.370
H47 7.157 2.124 -0.765
H48 -2.298 0.630 9.637
H49 -4.326 -0.714 -10.625
H50 7.185 2.923 1.461
H51 8.021 -0.155 -1.372
H52 -3.935 1.458 1.935
H53 -4.211 1.250 -8.880
H54 5.046 -1.060 0.252
H55 3.740 -1.021 -3.095
H56 3.248 -1.682 2.554
H57 7.600 -0.756 1.513
H58 8.679 -1.398 0.321
H59 4.129 -3.819 0.763
H60 1.762 -3.249 -3.384
H61 4.979 -2.437 -0.805
H62 -2.169 1.340 6.613
H63 -3.821 -1.762 -9.347
H64 3.423 -2.023 -4.505
H65 -6.837 -0.269 -11.545
H66 5.025 1.445 0.832
H67 -3.446 4.576 9.590
H68 -1.714 3.498 10.478
H69 -5.663 0.989 -11.131

Results
HOMO-LUMO gap   8.45 eV
Energy above the lowest of the compared OMol25 structures with the same formula, charge and spin   72.8 kJ/mol
LUMO energy   0.017 Ha
Charge   0
Electronic energy   -4280.98820 Ha

Löwdin atomic charge list, values in e, 99 entries:
1 Cl 0.624
2 Cl 0.172
3 Cl 0.479
4 Cl 0.624
5 P 0.414
6 Si 0.121
7 Si 0.228
8 O -0.258
9 O -0.338
10 O -0.449
11 N -0.201
12 N -0.202
13 C -0.202
14 C -0.797
15 C -0.097
16 C -0.083
17 C -0.187
18 C -0.216
19 C -0.091
20 C -0.248
21 C -0.182
22 C -0.091
23 C -0.214
24 C -0.274
25 C -0.263
26 C -0.246
27 C -0.248
28 C -0.276
29 C -0.204
30 C -0.276
31 C -0.093
32 C -0.246
33 C -0.247
34 C -0.278
35 C -0.153
36 C -0.199
37 C -0.733
38 C -0.105
39 C -0.212
40 C -0.081
41 C -0.211
42 C -0.095
43 H 0.079
44 H 0.112
45 H 0.092
46 H 0.114
47 H 0.055
48 H 0.035
49 H 0.104
50 H 0.085
51 H 0.109
52 H 0.066
53 H 0.063
54 H 0.071
55 H 0.065
56 H 0.097
57 H 0.003
58 H 0.053
59 H 0.067
60 H 0.039
61 H 0.068
62 H 0.039
63 H 0.071
64 H 0.100
65 H 0.082
66 H 0.111
67 H 0.071
68 H 0.116
69 H 0.079
70 H 0.117
71 H 0.102
72 H 0.013
73 H 0.094
74 H 0.043
75 H 0.060
76 H 0.102
77 H 0.073
78 H 0.072
79 H 0.116
80 H 0.077
81 H 0.098
82 H 0.081
83 H 0.095
84 H 0.072
85 H 0.105
86 H 0.109
87 H 0.102
88 H 0.103
89 H 0.104
90 H 0.054
91 H 0.099
92 H 0.098
93 H 0.106
94 H 0.064
95 H 0.067
96 H 0.069
97 H 0.068
98 H 0.107
99 H 0.094

***

No. 4
The following is a quantum chemistry calculation of 2 unconnected molecules or ions with the total composition C7H16Br2N4O5P at a distorted geometry, from OMol25.

Element x y z (Å)
Br1 -1.989 3.459 -3.265
Br2 -0.042 1.391 0.859
P1 -4.534 -1.005 -1.660
O1 -2.664 0.941 1.470
O2 -4.769 -0.980 -3.298
O3 3.673 -0.771 1.374
O4 5.287 -1.962 2.426
O5 5.060 -1.921 0.176
N1 -3.265 0.301 -1.401
N2 -2.352 2.456 -1.693
N3 -4.448 1.948 -2.565
N4 -6.015 -0.526 -0.900
C1 -3.346 1.523 -1.869
C2 4.093 0.811 3.179
C3 -2.118 -0.139 -0.611
C4 4.727 -1.595 1.428
C5 -1.880 0.700 0.664
C6 3.203 -0.290 2.641
C7 6.237 -2.728 0.078
H1 3.673 1.230 4.095
H2 -5.882 0.158 -0.155
H3 4.204 1.609 2.442
H4 7.114 -2.141 0.350
H5 -6.649 -0.180 -1.625
H6 -1.439 2.055 -1.476
H7 -5.295 1.575 -2.129
H8 6.162 -3.614 0.706
H9 -2.238 -1.191 -0.292
H10 2.203 0.104 2.461
H11 -4.560 2.958 -2.447
H12 -1.220 -0.136 -1.257
H13 -5.460 -0.322 -3.502
H14 5.093 0.437 3.400
H15 6.331 -3.040 -0.959
H16 3.106 -1.113 3.351

Results
HOMO-LUMO gap   7.72 eV
Energy above the lowest of the compared OMol25 structures with the same formula, charge and spin   98.2 kJ/mol
LUMO energy   -0.174 Ha
Charge   +1
Electronic energy   -6360.70717 Ha

Löwdin charges, unit e, in atom order:
1 Br 0.832
2 Br 0.777
3 P 0.933
4 O 0.108
5 O -0.251
6 O 0.023
7 O 0.132
8 O 0.002
9 N -0.154
10 N -0.297
11 N 0.134
12 N -0.145
13 C -0.518
14 C -0.061
15 C -0.196
16 C -0.606
17 C -0.791
18 C -0.223
19 C -0.036
20 H 0.083
21 H 0.057
22 H 0.082
23 H 0.101
24 H 0.042
25 H 0.012
26 H 0.087
27 H 0.097
28 H 0.124
29 H 0.069
30 H 0.108
31 H 0.123
32 H 0.054
33 H 0.078
34 H 0.094
35 H 0.127